Entry 1:
The ion C5H11N3O2 with charge +2 in a non-equilibrium geometry. Source: OMol25; level of theory: wB97M-V/def2-TZVPD.

The net charge is +2. The calculation puts the HOMO-LUMO gap (spin up / spin down) at 0.278 / 0.227 Ha. The calculation puts the HOMO energy (spin up / spin down) at -0.5749 / -0.7248 Ha. The spin multiplicity is 3.

The geometry in XYZ format:
```
21
C5H11N3O2 | OMol25 | wB97M-V/def2-TZVPD
C 0.471 -1.052 -0.333
C -1.338 -1.098 1.203
C 0.130 0.786 0.934
C 0.991 3.038 0.818
C -0.452 -1.271 -2.452
N 1.056 0.139 0.342
N -0.562 -1.829 0.424
N -1.009 0.136 1.593
O 0.191 1.901 1.418
O -0.096 -0.400 -1.258
H 1.114 -2.011 -0.597
H -2.307 -1.458 1.343
H 0.150 3.485 0.239
H 1.750 2.653 0.049
H 1.286 3.603 1.667
H -0.275 -0.904 -3.537
H -1.450 -1.579 -2.280
H 0.277 -2.106 -2.320
H 1.982 0.173 0.032
H -0.720 -2.748 0.186
H -1.188 0.543 2.531
```

Electronic structure analysis, Löwdin charges in units of e: atom 1 (C): -0.3781, atom 2 (C): -0.1052, atom 3 (C): -0.3457, atom 4 (C): 0.1442, atom 5 (C): 0.0901, atom 6 (N): 0.2835, atom 7 (N): 0.2934, atom 8 (N): 0.2811, atom 9 (O): 0.0913, atom 10 (O): -0.0304, atom 11 (H): 0.2264, atom 12 (H): 0.1396, atom 13 (H): 0.1353, atom 14 (H): 0.1383, atom 15 (H): 0.1074, atom 16 (H): 0.1577, atom 17 (H): 0.0863, atom 18 (H): 0.1017, atom 19 (H): 0.1881, atom 20 (H): 0.1662, atom 21 (H): 0.2287


Entry 2:
The ion C5H11N4O with charge +1 in a non-equilibrium geometry. Source: OMol25; level of theory: wB97M-V/def2-TZVPD.

The net charge is +1. The calculation puts the HOMO-LUMO gap at 0.411 Ha. The calculation puts the HOMO energy at -0.5235 Ha. Its SMILES is CN1N=N[N+](C)(C)[C@H]2O[C@H]21. As for the relative energy (zero: lowest compared OMol25 entry of this formula, charge and spin): 147.51 kcal/mol.

The geometry in XYZ format:
```
21
C5H11N4O | OMol25 | wB97M-V/def2-TZVPD
C -1.192 -0.980 -0.362
C 0.238 -0.960 -0.310
C -3.227 0.430 0.101
C 1.815 -0.190 1.434
C 1.818 0.631 -0.874
N -1.080 1.303 0.379
N 0.097 1.439 0.513
N -1.786 0.287 -0.014
N 0.908 0.201 0.260
O -0.496 -1.742 0.529
H -1.897 -1.511 -1.068
H 0.727 -1.486 -1.066
H -3.666 -0.092 1.089
H -3.420 1.486 0.209
H -3.773 -0.092 -0.678
H 2.235 0.880 1.585
H 1.189 -0.574 2.231
H 2.429 -1.007 1.159
H 1.985 1.680 -0.590
H 2.537 -0.135 -1.162
H 1.138 0.706 -1.741
```

Electronic structure analysis, Löwdin charges in units of e: atom 1 (C): -0.1878, atom 2 (C): -0.2505, atom 3 (C): -0.0100, atom 4 (C): 0.0766, atom 5 (C): 0.0253, atom 6 (N): 0.0580, atom 7 (N): 0.1340, atom 8 (N): -0.1077, atom 9 (N): -0.2662, atom 10 (O): 0.1454, atom 11 (H): 0.1997, atom 12 (H): 0.1585, atom 13 (H): 0.1460, atom 14 (H): 0.0884, atom 15 (H): 0.0860, atom 16 (H): 0.1489, atom 17 (H): 0.1031, atom 18 (H): 0.0983, atom 19 (H): 0.1157, atom 20 (H): 0.1213, atom 21 (H): 0.1171


Entry 3:
The ion C5H11N4OS with charge +1 in a non-equilibrium geometry. Source: OMol25; level of theory: wB97M-V/def2-TZVPD.

The net charge is +1. The calculation puts the HOMO-LUMO gap (spin up / spin down) at 0.236 / 0.236 Ha. The calculation puts the HOMO energy (spin up / spin down) at -0.4519 / -0.4519 Ha. As for the relative energy (zero: lowest compared OMol25 entry of this formula, charge and spin): 68.57 kcal/mol.

The geometry in XYZ format:
```
22
C5H11N4OS | OMol25 | wB97M-V/def2-TZVPD
C 1.808 1.804 2.292
C -0.704 -0.555 -0.258
C 0.253 1.552 2.200
C -1.633 -1.256 -2.331
C 0.771 -0.531 -2.161
N 2.657 0.952 2.368
N 0.268 -0.078 0.531
N -0.524 -0.744 -1.543
N -0.007 0.196 1.891
O -1.891 -0.793 0.244
S 0.444 -0.999 2.961
H 1.982 2.881 2.301
H -0.155 1.783 3.185
H -0.174 2.213 1.444
H -2.551 -0.732 -2.069
H -1.417 -1.105 -3.384
H -1.779 -2.319 -2.141
H 0.666 -0.611 -3.240
H 1.161 0.462 -1.934
H 1.491 -1.285 -1.838
H 1.249 -0.125 0.267
H -1.916 -0.710 1.215
```

Electronic structure analysis, Löwdin charges in units of e: atom 1 (C): -0.2766, atom 2 (C): -0.3645, atom 3 (C): -0.2019, atom 4 (C): 0.0145, atom 5 (C): 0.0030, atom 6 (N): 0.2017, atom 7 (N): 0.0731, atom 8 (N): -0.1006, atom 9 (N): -0.6564, atom 10 (O): 0.1848, atom 11 (S): 0.7907, atom 12 (H): 0.1413, atom 13 (H): 0.1284, atom 14 (H): 0.1322, atom 15 (H): 0.1058, atom 16 (H): 0.1019, atom 17 (H): 0.1137, atom 18 (H): 0.1037, atom 19 (H): 0.1063, atom 20 (H): 0.1131, atom 21 (H): 0.1455, atom 22 (H): 0.1403